Entry 1:
C50H32IN7PSSc as an isolated structure. Source: the OMol25 dataset; level of theory: the ωB97M-V functional and the def2-TZVPD basis.

Atoms and positions in Å:
1 Sc -0.9505 -0.4026 0.4880
2 I -0.5780 -0.8561 3.4438
3 C 1.2539 -0.2941 4.3332
4 C 1.0454 -0.1277 5.6714
5 C 2.1252 0.1431 6.5320
6 C 3.3733 0.2146 6.0039
7 C 3.5998 0.0488 4.6148
8 C 4.9362 0.1373 4.1604
9 C 5.2403 0.0074 2.8429
10 C 4.1948 -0.1904 1.9317
11 C 2.8739 -0.2985 2.3053
12 P 1.7995 -0.4011 0.8140
13 C 2.4016 1.0432 -0.1277
14 C 2.1339 2.2948 0.4305
15 C 2.6670 3.4430 -0.1312
16 C 3.4582 3.3528 -1.2708
17 C 3.7060 2.1154 -1.8463
18 C 3.1836 0.9600 -1.2757
19 C 2.3822 -1.8921 -0.0559
20 C 3.0229 -2.9339 0.6142
21 C 3.3084 -4.1218 -0.0487
22 C 2.9610 -4.2784 -1.3839
23 C 2.3263 -3.2430 -2.0593
24 C 2.0326 -2.0594 -1.3980
25 C 2.5263 -0.1972 3.6953
26 H 0.0510 -0.2164 6.0866
27 H 1.9497 0.2739 7.5910
28 H 4.2297 0.4026 6.6397
29 H 5.7137 0.3158 4.8936
30 H 6.2612 0.0772 2.4922
31 H 4.4498 -0.2426 0.8800
32 H 1.5371 2.3735 1.3327
33 H 2.4747 4.4056 0.3268
34 H 3.8859 4.2473 -1.7067
35 H 4.3291 2.0411 -2.7284
36 H 3.4255 0.0003 -1.7128
37 H 3.2971 -2.8271 1.6553
38 H 3.8149 -4.9204 0.4786
39 H 3.1955 -5.2004 -1.9009
40 H 2.0688 -3.3517 -3.1060
41 H 1.5423 -1.2582 -1.9380
42 N -1.0142 7.0864 -6.6521
43 C -1.0219 6.2541 -5.8605
44 C -1.0290 5.2071 -4.8652
45 C -0.0133 5.1494 -3.9147
46 C -0.0273 4.1539 -2.9535
47 C -1.0396 3.1979 -2.9481
48 C -2.0477 3.2554 -3.9080
49 C -2.0504 4.2617 -4.8583
50 C -1.0456 2.1265 -1.9168
51 C -0.9910 0.8039 -2.3814
52 C -0.9002 0.3899 -3.7226
53 C -0.9692 -0.9974 -3.7439
54 C -1.1057 -1.3963 -2.4197
55 N -1.1128 -0.3396 -1.5777
56 C -1.1468 2.5361 -0.5798
57 C -1.3329 3.8586 -0.1328
58 C -1.4234 3.8265 1.2508
59 C -1.2757 2.4896 1.6145
60 N -1.1106 1.6917 0.5402
61 H 0.7770 5.8877 -3.9317
62 H 0.7577 4.1037 -2.2099
63 H -2.8411 2.5178 -3.9025
64 H -2.8397 4.3194 -5.5953
65 H -0.7929 1.0449 -4.5736
66 H -0.9422 -1.6435 -4.6075
67 H -1.1832 -2.4061 -2.0435
68 H -1.4177 4.7290 -0.7659
69 H -1.5761 4.6586 1.9198
70 H -1.2822 2.0799 2.6140
71 S -6.6965 -5.5784 0.4883
72 N -6.7465 -3.9755 0.6029
73 C -5.4870 -3.5668 0.6185
74 C -5.0481 -2.1847 0.7154
75 C -5.9324 -1.1053 0.8096
76 C -5.4269 0.1705 0.8911
77 C -4.0483 0.3446 0.8784
78 N -3.1965 -0.6743 0.7966
79 C -3.6812 -1.9334 0.7128
80 C -2.7045 -3.0239 0.6085
81 N -1.3921 -2.6849 0.5975
82 C -0.4870 -3.6571 0.5155
83 C -0.8248 -5.0031 0.4362
84 C -2.1541 -5.3540 0.4374
85 C -3.1207 -4.3483 0.5238
86 C -4.5501 -4.6185 0.5276
87 N -5.1067 -5.8174 0.4436
88 H -6.9983 -1.2982 0.8144
89 H -6.0740 1.0328 0.9633
90 H -3.6125 1.3337 0.9306
91 H 0.5518 -3.3576 0.5036
92 H -0.0417 -5.7451 0.3707
93 H -2.4737 -6.3870 0.3715

The electronic energy is -4105.5339 a.u. Its charge is +2.



Entry 2:
C50H34I4N5Ru as an isolated structure at a distorted geometry. Source: the OMol25 dataset; level of theory: the ωB97M-V functional and the def2-TZVPD basis.

Atoms and positions in Å:
1 Ru -0.3538 -0.1820 -0.5386
2 I 7.5957 -5.0559 2.4822
3 C 5.9636 -4.0187 1.6700
4 C 5.4635 -4.3931 0.4360
5 C 4.3606 -3.7160 -0.0807
6 C 3.7368 -2.6858 0.6188
7 C 4.2961 -2.3133 1.8407
8 C 5.3975 -2.9742 2.3783
9 C 2.5227 -1.9843 0.1096
10 C 1.3524 -2.7151 -0.0872
11 C 1.2765 -4.1473 -0.1522
12 C -0.0240 -4.4830 -0.3285
13 C -0.7900 -3.2677 -0.2826
14 C -2.1538 -3.2151 -0.1884
15 C -2.9171 -4.4922 -0.1505
16 C -2.6107 -5.5257 0.7343
17 C -3.3237 -6.7240 0.7458
18 C -4.3721 -6.8894 -0.1390
19 I -5.4482 -8.6898 -0.1440
20 C -4.7288 -5.8763 -1.0151
21 C -4.0041 -4.6891 -1.0052
22 C -2.9218 -2.0165 -0.0220
23 N -2.4898 -0.7283 -0.2691
24 C -3.5462 0.0676 0.0770
25 C -3.6181 1.4975 -0.2752
26 C -3.7866 2.5253 0.7967
27 C -4.1878 3.8241 0.4807
28 C -4.3778 4.7848 1.4670
29 C -4.1646 4.4390 2.7917
30 I -4.4319 5.8840 4.2927
31 C -3.7799 3.1552 3.1425
32 C -3.5994 2.2077 2.1409
33 C -1.8249 2.0403 -2.2277
34 C -1.6197 2.9525 -3.2501
35 C -0.2463 3.1088 -3.3698
36 C 0.3505 2.2489 -2.4207
37 N -0.6217 1.5736 -1.7204
38 C 1.7505 2.2007 -2.1129
39 C 2.3257 1.2540 -1.2910
40 C 3.7371 1.1752 -0.9898
41 C 3.9410 0.0113 -0.3251
42 C 2.6676 -0.6419 -0.2275
43 N 1.6872 0.1427 -0.7892
44 C 2.6347 3.2366 -2.7040
45 C 2.8288 3.3336 -4.0818
46 C 3.6267 4.3257 -4.6443
47 C 4.2520 5.2380 -3.8100
48 I 5.4272 6.7639 -4.6412
49 C 4.0989 5.1670 -2.4362
50 C 3.2942 4.1664 -1.8979
51 C -4.6155 -0.6722 0.5693
52 C -4.2247 -2.0075 0.5043
53 N 0.0825 -2.1820 -0.2023
54 H 5.9301 -5.1895 -0.1290
55 H 3.9908 -3.9729 -1.0657
56 H 3.8407 -1.4955 2.3889
57 H 5.7950 -2.6823 3.3421
58 H 2.1018 -4.8385 -0.0810
59 H -0.4167 -5.4770 -0.4772
60 H -1.8141 -5.3742 1.4530
61 H -3.0647 -7.5068 1.4466
62 H -5.5542 -6.0080 -1.7035
63 H -4.2753 -3.8905 -1.6860
64 H -4.3622 4.0737 -0.5586
65 H -4.6958 5.7846 1.2027
66 H -3.6204 2.8927 4.1813
67 H -3.3163 1.1930 2.3962
68 H -2.4079 3.4729 -3.7783
69 H 0.2798 3.7841 -4.0273
70 H 4.4799 1.8973 -1.2903
71 H 4.8808 -0.3882 0.0251
72 H 2.3510 2.6041 -4.7260
73 H 3.7651 4.3749 -5.7172
74 H 4.5840 5.8887 -1.7901
75 H 3.1559 4.1103 -0.8234
76 H -5.5615 -0.2573 0.8953
77 H -4.7928 -2.8763 0.8088
78 N -4.3102 1.8384 -1.6067
79 C -3.0558 1.8393 -1.5665
80 C 0.0880 2.8054 1.3163
81 C 0.3438 1.4722 2.0321
82 C -0.2156 1.5398 3.4640
83 C 1.8606 1.2649 2.1429
84 C -0.3497 0.3412 1.2900
85 H 0.6098 3.6113 1.8492
86 H -0.9786 3.0410 1.2803
87 H 0.4556 2.7577 0.2899
88 H 0.2671 2.3489 4.0250
89 H -0.0265 0.5981 3.9910
90 H -1.2889 1.7217 3.4600
91 H 2.2768 1.9751 2.8672
92 H 2.3557 1.4226 1.1843
93 H 2.0899 0.2485 2.4808
94 H -1.2825 0.0167 1.7551

As for the multiplicity: 2. The electronic energy is -3485.2261 a.u. Its charge is -2.



Entry 3:
C50H35AlBrCl5O2P2Si as an isolated structure at a distorted geometry. Source: the OMol25 dataset; level of theory: the ωB97M-V functional and the def2-TZVPD basis.

Atoms and positions in Å:
1 Al 0.0640 -0.1707 0.5415
2 C -0.8789 -0.4646 -3.3137
3 Si -0.1206 -1.1407 -1.6689
4 C -1.3271 -2.6121 -1.3972
5 C -1.3764 -3.7510 -2.1909
6 C -2.3209 -4.7421 -1.9877
7 C -3.2534 -4.6117 -0.9702
8 C -3.2253 -3.4901 -0.1637
9 C -2.2686 -2.4959 -0.3690
10 P -2.2468 -1.0774 0.7696
11 C -2.5989 -1.7871 2.4100
12 C -2.2364 -3.0914 2.7333
13 C -2.2711 -3.5195 4.0477
14 C -2.6659 -2.6525 5.0528
15 C -3.0279 -1.3514 4.7381
16 C -2.9849 -0.9168 3.4275
17 C -3.7720 -0.1263 0.4106
18 C -4.8926 -0.6458 -0.2295
19 C -6.0223 0.1391 -0.3891
20 C -6.0433 1.4432 0.0759
21 C -4.9173 1.9782 0.6779
22 C -3.7862 1.1996 0.8398
23 C 1.6772 -1.5679 -2.2083
24 C 1.9928 -2.1951 -3.4084
25 C 3.2992 -2.3770 -3.8239
26 C 4.3475 -1.9197 -3.0407
27 C 4.0676 -1.2985 -1.8421
28 C 2.7463 -1.1070 -1.4321
29 P 2.5363 -0.3767 0.2242
30 C 3.4985 -1.5964 1.1917
31 C 3.6211 -2.9028 0.7166
32 C 4.1962 -3.8876 1.4963
33 C 4.6584 -3.5869 2.7657
34 C 4.5523 -2.2918 3.2420
35 C 3.9681 -1.3048 2.4683
36 C 3.5345 1.1539 0.2655
37 C 3.4656 1.8892 1.4492
38 C 4.1771 3.0642 1.5927
39 C 4.9472 3.5384 0.5450
40 C 4.9695 2.8495 -0.6552
41 C 4.2596 1.6694 -0.8021
42 H -1.1475 -1.2709 -3.9882
43 H -0.2002 0.1960 -3.8435
44 H -1.7854 0.0905 -3.0951
45 H -0.6478 -3.8736 -2.9790
46 H -2.3326 -5.6207 -2.6146
47 H -3.9887 -5.3826 -0.7940
48 H -3.9348 -3.3934 0.6484
49 H -1.9204 -3.7728 1.9576
50 H -1.9787 -4.5313 4.2834
51 H -2.6857 -2.9841 6.0801
52 H -3.3345 -0.6691 5.5183
53 H -3.2470 0.1042 3.1899
54 H -4.8874 -1.6576 -0.6065
55 H -6.8952 -0.2738 -0.8718
56 H -6.9330 2.0435 -0.0400
57 H -4.9228 2.9997 1.0254
58 H -2.9003 1.6213 1.2979
59 H 1.1906 -2.5449 -4.0437
60 H 3.5104 -2.8789 -4.7560
61 H 5.3711 -2.0482 -3.3577
62 H 4.8760 -0.9805 -1.1964
63 H 3.2547 -3.1587 -0.2649
64 H 4.2703 -4.8956 1.1105
65 H 5.0873 -4.3624 3.3797
66 H 4.9225 -2.0417 4.2255
67 H 3.8854 -0.3025 2.8584
68 H 2.8254 1.5462 2.2527
69 H 4.1313 3.6159 2.5212
70 H 5.5101 4.4538 0.6549
71 H 5.5480 3.2315 -1.4828
72 H 4.2699 1.1622 -1.7563
73 Cl 0.0476 0.4758 2.9938
74 C 0.4715 -1.1762 3.0947
75 C 0.4402 -1.8091 1.8546
76 C 0.7789 -3.1581 1.8962
77 Cl 0.7146 -4.0809 0.4435
78 C 1.1639 -3.8032 3.0703
79 Cl 1.6489 -5.4484 3.0367
80 C 1.1907 -3.1102 4.2762
81 Cl 1.6874 -3.8861 5.7190
82 C 0.8078 -1.7708 4.2966
83 Cl 0.7860 -0.8848 5.7674
84 Br -1.7776 6.0145 -4.5916
85 C -1.3641 4.9961 -3.0379
86 C -0.7951 3.7403 -3.1835
87 C -0.4930 3.0050 -2.0547
88 C -0.7616 3.5261 -0.7930
89 C -1.3311 4.7896 -0.6669
90 C -1.6373 5.5334 -1.7891
91 C -0.4955 2.7431 0.4503
92 O -0.7118 3.1987 1.5510
93 O -0.0574 1.5188 0.2627
94 H -0.5948 3.3493 -4.1674
95 H -0.0549 2.0236 -2.1380
96 H -1.5295 5.1724 0.3246
97 H -2.0802 6.5154 -1.7034

The electronic energy is -8166.6012 a.u. Its charge is 0.



Entry 4:
C50H35BrCl3CrGeN5O3 as an isolated structure at a distorted geometry. Source: the OMol25 dataset; level of theory: the ωB97M-V functional and the def2-TZVPD basis.

Atoms and positions in Å:
1 Cr 0.0640 1.0175 0.0625
2 Br 5.3723 -3.9736 1.8513
3 C 3.8264 -2.8605 1.7648
4 C 2.7083 -3.2156 2.5055
5 C 1.5716 -2.4403 2.3400
6 C 1.5578 -1.3460 1.4999
7 O 0.3022 -0.7403 1.3249
8 C 2.7373 -0.8873 0.8518
9 C 2.9075 0.3278 0.1444
10 N 2.0224 1.3015 0.0121
11 C 2.3774 2.4540 -0.6632
12 C 3.6605 2.8773 -1.0082
13 C 3.8482 3.9885 -1.8163
14 C 2.7696 4.6897 -2.3329
15 C 1.4746 4.3305 -1.9889
16 C 0.2811 4.8864 -2.5752
17 C -0.9353 4.4874 -2.1756
18 C -1.1121 3.5260 -1.0627
19 N 0.0830 2.8762 -0.6439
20 C 1.2745 3.2507 -1.0918
21 C 3.8649 -1.7359 0.9824
22 H 2.7149 -4.0682 3.1634
23 H 0.6632 -2.6955 2.8620
24 H 3.8876 0.4463 -0.3114
25 H 4.5318 2.3395 -0.6663
26 H 4.8524 4.2723 -2.0884
27 H 2.9334 5.5085 -3.0172
28 H 0.4023 5.6050 -3.3739
29 H -1.8379 4.8742 -2.6277
30 H -1.5971 4.0287 -0.2028
31 H 4.7757 -1.4758 0.4619
32 O 4.3122 3.4057 6.1720
33 C 3.0848 3.9434 5.9364
34 O 2.7394 4.9038 6.5861
35 C 2.2508 3.3167 4.9048
36 C 1.0199 3.9230 4.6097
37 C 0.1737 3.4039 3.6668
38 C 0.5037 2.2359 2.9455
39 C 1.7429 1.6367 3.2396
40 C 2.5867 2.1578 4.1904
41 N -0.3297 1.7358 1.9814
42 C -1.6444 1.9060 2.1376
43 C -2.4510 1.8900 0.9918
44 C -3.7642 2.4018 0.9618
45 C -4.3379 2.6866 -0.2821
46 C -3.5645 2.6507 -1.4048
47 C -2.1481 2.2505 -1.2988
48 N -1.8210 1.4958 -0.1408
49 H 4.5078 2.6676 5.5816
50 H 0.7600 4.8277 5.1377
51 H -0.7491 3.9168 3.4366
52 H 2.0136 0.7225 2.7365
53 H 3.5207 1.6375 4.3756
54 H -2.0579 2.1924 3.0993
55 H -4.2908 2.5793 1.8870
56 H -5.3801 2.9665 -0.3424
57 H -3.9546 2.9200 -2.3725
58 H -1.7983 1.7446 -2.1997
59 C -0.1421 -0.8458 0.0442
60 Ge -1.0848 -2.4536 -0.5437
61 C -2.9544 -1.8607 -0.8482
62 C -4.0060 -2.0050 0.0430
63 C -5.2755 -1.5667 -0.2904
64 C -5.5013 -0.9638 -1.5150
65 C -4.4502 -0.7826 -2.3973
66 C -3.1868 -1.2295 -2.0643
67 C -0.6964 -3.9432 0.7382
68 C -1.4640 -4.2738 1.8451
69 C -1.0616 -5.2738 2.7147
70 C 0.1221 -5.9558 2.4917
71 C 0.8920 -5.6452 1.3835
72 C 0.4805 -4.6519 0.5151
73 C -0.5629 -3.2673 -2.2761
74 C 0.5594 -2.9421 -3.0200
75 C 0.8364 -3.6144 -4.2007
76 C -0.0069 -4.6178 -4.6435
77 C -1.1285 -4.9559 -3.9045
78 C -1.3981 -4.2823 -2.7289
79 H -3.8392 -2.4662 1.0064
80 H -6.0910 -1.6983 0.4083
81 H -6.4958 -0.6337 -1.7781
82 H -4.6068 -0.2965 -3.3489
83 H -2.3728 -1.0915 -2.7616
84 H -2.3859 -3.7434 2.0356
85 H -1.6705 -5.5119 3.5760
86 H 0.4444 -6.7222 3.1825
87 H 1.8218 -6.1655 1.2012
88 H 1.0849 -4.4114 -0.3507
89 H 1.2134 -2.1511 -2.6761
90 H 1.7088 -3.3466 -4.7800
91 H 0.2057 -5.1374 -5.5681
92 H -1.7925 -5.7392 -4.2444
93 H -2.2730 -4.5364 -2.1422
94 Cl 1.2871 -0.4398 -5.2060
95 C 0.6558 0.8481 -4.2532
96 Cl 1.0894 2.4330 -4.8034
97 Cl -1.6592 0.7897 -4.8712
98 C 0.5588 0.7079 -2.9065
99 N 0.2385 0.6752 -1.7800

As for the multiplicity: 2. The electronic energy is -9501.6787 a.u. Its charge is -1.



Entry 5:
C50H40Cl5GdN7O7P2S as an isolated structure at a distorted geometry. Source: the OMol25 dataset; level of theory: the ωB97M-V functional and the def2-TZVPD basis.

Atoms and positions in Å:
1 Gd -1.8232 0.3115 1.1579
2 O -7.3240 -2.9344 2.3068
3 C -6.1033 -2.3229 1.9512
4 C -4.8966 -2.8931 2.3323
5 C -3.7941 -2.2184 1.8940
6 N -3.8613 -1.0100 1.3737
7 C -5.0340 -0.5868 0.9011
8 C -6.2337 -1.1613 1.1990
9 C -4.9042 0.7124 0.1367
10 O -5.9290 1.2075 -0.3549
11 O -3.6937 1.0718 0.0357
12 C -2.4089 -2.7567 2.0687
13 O -2.2265 -3.9984 2.1309
14 O -1.5210 -1.8285 1.9377
15 H -7.0355 -3.7569 2.7882
16 H -4.7104 -3.8349 2.8192
17 H -7.0842 -0.6832 0.8158
18 C 1.1329 5.4909 -1.6017
19 S 0.5976 5.2138 -3.3828
20 C 1.6555 3.8446 -3.9675
21 C 0.9433 2.4448 -3.9146
22 C 0.8052 1.8759 -2.4926
23 N 0.4105 0.4163 -2.4529
24 P 1.5566 -0.8424 -2.2992
25 C 2.7855 -0.1550 -3.4829
26 C 3.8599 0.6359 -3.1111
27 C 4.6050 1.3560 -4.0736
28 C 4.3306 1.1891 -5.4047
29 C 3.2874 0.3245 -5.7663
30 C 2.5289 -0.3350 -4.8378
31 C 2.3491 -0.5271 -0.6617
32 C 3.0639 -1.5969 -0.2016
33 C 3.7740 -1.4786 1.0142
34 C 3.6264 -0.3554 1.8066
35 C 2.8003 0.7034 1.3513
36 C 2.2039 0.6558 0.1069
37 P -1.2834 0.2104 -2.0002
38 C -2.1703 1.2802 -3.2510
39 C -2.5119 2.5645 -2.8188
40 C -3.0762 3.5143 -3.6578
41 C -3.3950 3.1040 -4.9833
42 C -3.0641 1.8359 -5.3789
43 C -2.5310 0.8953 -4.5555
44 C -1.7649 -1.4591 -2.3743
45 C -2.9791 -1.8445 -1.8065
46 C -3.5254 -3.1753 -1.9038
47 C -2.8005 -4.0957 -2.6465
48 C -1.6377 -3.7133 -3.2947
49 C -1.1389 -2.4135 -3.2259
50 H 0.9191 6.5837 -1.4640
51 H 2.2291 5.3237 -1.5920
52 H 0.6241 4.8521 -0.8613
53 H 2.5458 3.9382 -3.3704
54 H 1.9303 4.1167 -4.9983
55 H 1.6040 1.6831 -4.4640
56 H -0.0354 2.5236 -4.3780
57 H 0.0197 2.3403 -1.9072
58 H 1.6987 2.0326 -1.9338
59 H 4.1398 0.7899 -2.0306
60 H 5.3249 2.1639 -3.7215
61 H 4.9270 1.6953 -6.1403
62 H 3.1144 0.1955 -6.8459
63 H 1.6893 -0.9513 -5.1193
64 H 3.2159 -2.5102 -0.7955
65 H 4.5392 -2.2178 1.3558
66 H 4.0579 -0.3685 2.8071
67 H 2.5938 1.6626 1.8235
68 H 1.5148 1.4657 -0.1788
69 H -2.3395 2.8507 -1.8201
70 H -3.3360 4.4980 -3.3607
71 H -3.9196 3.8016 -5.5868
72 H -3.5160 1.5412 -6.3404
73 H -2.2925 -0.1433 -4.8242
74 H -3.3774 -1.0840 -1.1817
75 H -4.3658 -3.4431 -1.2705
76 H -3.0436 -5.2158 -2.5942
77 H -1.1093 -4.4422 -3.9294
78 H -0.2867 -2.1415 -3.8096
79 Cl -0.8826 3.5551 0.7235
80 C -2.0626 3.5451 2.0156
81 C -2.4978 2.3602 2.4678
82 C -3.2563 2.3403 3.5948
83 Cl -3.5621 0.7765 4.2735
84 C -3.7829 3.4628 4.2292
85 Cl -4.9038 3.3219 5.5655
86 C -3.4361 4.6593 3.6517
87 Cl -4.0913 6.1406 4.3100
88 C -2.5153 4.7508 2.5529
89 Cl -1.8708 6.2498 2.1151
90 O 6.0728 -0.9859 5.2837
91 C 5.5983 -2.1779 4.6803
92 N 5.1435 -3.0973 5.8065
93 C 4.2551 -4.0881 5.5855
94 O 4.2202 -5.0862 6.3051
95 C 3.3458 -4.0642 4.4298
96 C 2.2663 -3.1664 4.2761
97 C 1.3886 -3.3539 3.2316
98 C 1.5635 -4.4256 2.3848
99 N 2.6558 -5.2312 2.4874
100 C 3.5402 -5.0529 3.4487
101 H 5.2912 -0.3925 5.4453
102 H 6.3636 -2.6762 4.1181
103 H 4.7256 -1.9607 4.1287
104 H 5.9010 -3.4169 6.4324
105 H 2.1583 -2.3949 5.0311
106 H 0.5482 -2.6701 3.1728
107 H 0.9045 -4.6166 1.5673
108 H 4.3991 -5.8089 3.4780
109 N 3.4518 0.1573 5.3743
110 C 2.4193 0.5399 4.9892
111 N 1.1785 1.0140 4.8014
112 C 0.5625 0.7017 3.6681
113 N -0.0122 0.6687 2.6812

As for the multiplicity: 8. The electronic energy is -6986.7964 a.u. Its charge is -1.



The lowest electronic energy belongs to which entry?
C50H35BrCl3CrGeN5O3



The highest electronic energy belongs to which entry?
C50H34I4N5Ru



Which value of electronic energy does entry 4 give?
-9501.6787 a.u.



What is the charge in the first record?
+2